Formula: C57H119B7F28N17O3
Source: the Open Molecules 2025 dataset
Level of theory: ωB97M-V with the def2-TZVPD basis set

The geometry in XYZ format:
```
231
Properties=species:S:1:pos:R:3:forces:R:3
H -7.582 -9.929 1.958 0.31 -0.14 -0.06
C 3.839 11.249 8.218 3.05 0.25 -1.64
H 3.500 14.899 8.777 -0.10 0.37 0.04
H -5.849 -10.717 0.220 -0.11 0.36 0.08
F 0.882 1.152 -6.543 2.70 -0.86 -2.67
C 8.899 0.083 3.476 -0.68 1.01 -0.17
H -4.159 5.957 5.557 0.31 0.14 0.35
H -3.579 3.814 10.414 0.27 -0.52 -0.48
H 3.221 8.995 7.100 0.22 -0.03 0.17
C 10.323 -1.725 4.508 0.49 -0.91 -0.32
H -8.734 -7.830 1.699 -0.26 -0.22 0.21
H 2.810 11.043 8.475 0.20 0.19 -0.01
H 7.180 4.855 -6.629 -0.49 0.45 0.66
H 5.212 14.993 8.794 0.35 -0.58 0.23
H -2.629 -3.089 -0.886 -0.09 0.04 0.10
H 4.623 6.667 -6.472 0.10 0.28 -0.17
F 6.448 6.966 0.755 -0.96 -0.85 -0.45
F 5.850 9.120 1.459 0.43 -0.56 0.04
C 4.759 5.140 -5.321 -0.26 0.01 -0.59
H 1.544 -4.871 7.793 0.19 0.15 0.10
F -6.335 -6.896 -7.188 -0.29 0.83 -2.55
H 1.443 -0.248 -0.132 -0.11 -0.42 0.01
C 6.535 2.703 -4.975 1.50 0.22 1.16
H -1.169 1.846 2.484 0.20 0.02 -0.14
H -8.136 -10.085 -1.818 -0.22 -0.38 0.30
F -2.054 9.168 2.614 -1.69 0.32 -1.20
H 11.943 -3.351 4.621 -0.26 0.21 0.22
F -4.649 -3.705 5.435 1.87 3.12 1.80
B -6.086 -6.587 -5.877 -0.06 -1.12 -0.54
H -0.946 -2.943 0.706 -0.03 0.49 0.52
C 4.248 13.167 9.743 1.92 1.04 0.66
C 1.930 -5.989 -7.265 1.43 0.37 0.37
H -7.403 -7.495 -0.671 0.49 0.06 -0.32
C 7.730 4.816 -5.689 0.66 -1.99 0.83
H 0.081 -8.683 -8.205 -0.09 0.12 -0.21
H -8.143 -3.757 -13.536 0.00 0.02 0.00
H 8.707 3.484 -3.421 -0.18 -0.18 -0.03
H -6.452 4.104 6.039 -0.28 0.02 -0.40
H 10.581 -0.997 1.352 -0.11 -0.19 0.06
H 12.074 -2.923 0.802 -0.11 0.28 0.23
H 2.543 -6.448 -6.490 -0.26 -0.32 0.20
C 4.081 9.412 6.575 -0.36 -0.33 -0.20
H -9.578 -10.501 -0.784 -0.09 0.08 -0.58
N -5.258 3.931 -1.613 2.52 0.54 -0.07
H -5.727 1.982 0.169 -0.21 -0.01 0.40
H 3.733 5.305 -4.991 0.04 0.37 0.45
H -5.820 -3.815 -12.686 0.14 0.21 0.15
H 8.747 0.550 2.503 0.27 -0.63 -0.34
H 9.342 1.103 5.440 0.10 -0.31 -0.11
H -6.707 5.335 -1.055 0.21 0.47 -0.08
C -3.690 6.257 8.290 0.78 -2.18 1.66
H -4.939 3.441 5.559 0.44 0.19 0.05
H 0.157 -5.587 -6.040 -0.05 -0.39 -0.07
N -6.746 -1.953 -12.069 -0.55 1.59 1.98
H -7.266 2.916 0.099 0.27 0.16 0.09
B 3.052 2.489 8.015 1.40 0.94 1.05
H -4.424 7.112 -1.127 0.16 -0.10 -0.14
F 5.065 -3.126 -1.126 -1.01 -0.17 -1.25
N 0.330 -7.072 4.534 1.28 5.14 4.02
C -6.784 -11.244 0.407 2.02 -0.78 -0.54
H 4.334 15.244 10.301 -0.05 -0.09 -0.04
F -4.838 -6.072 -5.699 1.89 1.39 0.06
C 0.713 -4.502 7.193 1.06 0.02 1.50
C 12.315 -3.154 1.840 0.62 -0.54 -0.23
H -6.396 -8.125 0.621 -0.32 -0.36 0.25
C -5.582 -3.002 -10.562 -0.71 0.11 -0.04
C -9.295 -8.314 0.900 1.33 -0.98 -0.35
N -4.312 5.302 7.528 1.31 0.96 2.55
F -5.822 -4.091 3.590 -0.48 0.31 -0.93
C -7.407 -1.698 -13.352 -0.50 0.44 -0.47
H -2.087 6.183 -2.784 0.85 0.00 0.09
H 4.617 4.363 -6.073 0.33 -0.74 0.32
H -1.733 7.017 10.166 0.64 -0.82 -0.19
H -2.327 -0.513 1.791 0.07 0.11 -0.06
H -0.311 -8.394 3.061 0.07 0.52 -0.08
N -6.162 -1.889 -9.903 -0.29 -1.08 -6.24
H -4.665 3.175 7.909 -0.10 0.35 -0.20
N 11.525 -2.376 2.768 -2.47 1.99 -0.46
C -5.519 4.364 5.539 -0.27 -0.95 0.49
H -3.609 7.317 8.099 0.08 -0.19 -0.32
F 3.481 3.695 8.482 0.05 3.69 -0.09
H -9.332 -2.540 -13.027 -0.10 -0.29 -0.02
H -2.260 5.977 11.498 -0.70 -0.32 -0.37
H 12.088 -4.212 1.973 0.11 0.05 0.11
H 8.259 5.719 -5.385 -0.58 0.04 -0.03
H 3.308 12.951 10.250 -0.34 -0.42 -1.03
H -0.324 -7.351 -7.156 0.08 -0.37 0.42
C -1.204 -9.042 4.888 1.87 -0.23 -0.38
H -6.450 -12.058 1.050 -0.46 0.39 0.99
H 7.256 3.762 -2.402 0.09 0.31 -0.07
H 13.375 -2.967 2.010 -0.05 -0.10 -0.01
C -2.276 -2.064 -0.773 0.96 -0.49 0.28
H -5.029 -3.688 -9.938 0.05 -0.04 -0.24
C -8.493 -2.737 -13.695 0.19 0.26 0.65
H -8.867 -2.672 -14.717 0.29 0.28 0.03
H 1.453 -6.179 2.931 -0.12 0.16 0.04
C -0.912 -2.128 -0.017 -0.60 -0.43 -0.99
C -4.487 6.062 -1.369 -3.44 -2.42 0.93
F 6.022 -1.127 -0.515 -0.79 2.21 -0.21
F -3.967 -5.281 3.975 3.17 -1.08 -1.76
C 0.797 -6.563 -9.460 -1.01 0.14 1.28
F 0.224 9.208 2.373 -0.28 -0.32 0.09
H 2.920 -8.723 -7.858 -0.23 0.03 -0.03
C 0.917 -5.042 -6.599 -0.93 -0.77 0.08
O 0.248 -4.212 -7.512 0.25 0.23 -0.34
H -0.909 -9.273 5.911 -0.29 0.53 0.24
O 5.326 6.232 -5.984 -0.14 0.95 -0.26
N -3.430 5.263 -1.629 -1.90 -3.03 0.22
C 0.487 -8.023 -7.438 -0.87 0.51 -1.89
F 0.715 1.398 -4.347 -0.44 0.42 0.25
H 4.868 8.661 6.508 -0.22 0.06 -0.25
H -0.455 -7.037 6.574 0.14 0.21 0.05
H -2.104 -8.437 4.777 0.15 -0.02 0.21
H 1.273 -5.645 -9.804 0.48 -0.57 -0.24
N 6.977 4.141 -4.509 -1.85 -0.11 -0.99
C -6.871 -1.170 -10.871 2.03 -4.51 -1.25
F 3.446 1.752 9.119 -0.09 -3.03 0.35
C -2.576 6.457 10.572 -0.13 1.59 -1.81
H 6.713 12.784 8.421 0.02 -0.25 -0.23
C -3.621 4.351 9.478 -0.72 0.72 -1.92
H -8.697 -11.036 1.173 -0.53 0.50 -0.10
H 3.540 -7.353 -8.739 -0.04 -0.19 -0.62
H -7.634 -12.633 -0.686 -0.07 -0.18 -0.02
H -3.236 7.324 10.607 -0.49 -0.36 1.31
C 10.624 -1.411 2.349 0.51 -0.72 1.66
F -7.044 -5.774 -5.362 -1.23 1.35 0.72
H 0.934 -3.452 7.001 -0.53 -0.09 -0.07
H 4.919 13.123 10.601 0.58 -1.05 -0.26
H -5.707 6.301 6.263 0.19 0.17 0.65
F -0.866 7.448 3.372 0.14 -2.07 0.19
C 11.348 -2.599 4.126 -1.53 1.61 -0.75
H 7.953 -0.411 3.697 -0.08 0.43 0.48
N 1.493 -7.106 -8.188 -0.67 -1.61 -0.15
C -4.914 5.554 6.233 0.16 0.40 -1.69
H -5.573 2.038 -2.339 -0.40 0.00 -0.12
N 4.600 10.551 7.325 -1.89 -0.27 0.75
C -7.012 -8.412 -0.231 -0.74 0.87 -0.63
F -6.102 -7.819 -5.310 -0.19 -2.33 2.34
C 5.629 4.815 -4.156 0.39 -0.54 1.17
B -4.983 -4.654 4.573 -1.88 0.65 -0.97
N -3.190 5.651 9.469 -1.73 1.03 -2.19
F 7.711 8.719 0.161 0.38 0.63 -0.85
H 0.924 -9.024 4.056 -0.02 -0.01 0.64
B -0.873 8.802 3.200 1.15 0.77 -1.58
H -7.088 3.066 -2.223 0.56 0.22 -0.86
H -7.214 1.295 -0.483 0.18 -0.02 -0.48
H 9.811 -1.602 5.451 0.29 -0.03 0.00
H 0.793 -8.743 -6.679 0.91 0.92 0.30
C 0.123 -6.526 5.819 0.90 0.32 -0.99
H -2.157 -1.680 -1.786 -0.07 0.38 0.22
H 5.089 4.164 -3.468 0.16 -0.68 -0.30
H 2.475 1.733 1.201 -0.26 -0.26 0.00
C -8.933 -9.714 -1.174 0.85 0.14 0.50
C 5.943 12.087 8.124 -1.18 -0.11 -0.38
H 1.288 2.837 0.481 0.16 -0.04 -0.13
H 1.346 -4.405 -5.826 0.89 -0.41 -0.09
H -0.155 -4.701 7.822 -0.30 0.36 -0.58
H -0.211 -6.239 -9.202 0.08 0.14 0.56
F 7.289 -2.835 -0.890 3.78 -1.36 -2.04
C 4.366 14.648 9.389 -1.33 0.24 -0.92
F 1.690 2.479 7.851 -1.18 -0.49 -0.68
C 2.685 -8.024 -8.661 -0.54 1.36 1.29
F 7.704 7.975 2.254 0.95 0.06 2.11
H -1.359 -10.047 4.497 -0.19 0.17 -0.41
C -4.266 4.125 8.233 0.74 -0.25 2.28
C 5.864 11.032 7.245 0.37 0.87 0.73
H 7.428 2.084 -5.060 0.18 0.20 0.06
N -0.579 -0.837 0.587 2.07 2.83 1.50
H -6.978 -1.645 -8.083 0.26 0.02 0.39
C -5.664 5.186 -1.289 2.61 1.90 -0.53
C -5.954 -3.070 -11.915 -0.35 1.84 3.73
H -3.285 3.073 -2.066 0.02 0.21 -0.05
H 6.605 10.599 6.590 -0.11 0.02 0.08
H 6.034 2.628 -5.940 -0.16 0.77 0.29
H 2.669 -5.397 -7.805 -0.21 0.11 -0.39
F -0.254 2.984 -5.834 0.40 -0.07 0.54
C 9.379 1.253 4.361 0.22 -0.01 0.07
H -0.098 -2.407 -0.687 -0.03 0.29 -0.09
H 0.583 -3.336 -7.309 -0.35 0.41 -0.46
O -7.040 -11.891 -0.825 -0.61 0.48 -0.34
H -7.869 -0.715 -13.261 0.10 0.02 -0.21
C 0.020 -8.417 4.099 -1.77 -1.02 -0.45
H -9.455 -8.979 -1.786 -0.13 0.37 0.71
B 6.920 8.210 1.181 -0.77 0.52 -0.92
H 5.815 5.628 -3.454 0.30 0.69 -0.75
N 0.449 1.122 1.229 -0.76 -4.61 -1.72
N -8.257 -9.162 0.107 -0.63 -0.77 0.13
C 1.256 -4.935 4.781 0.01 -1.90 -1.10
H 5.950 2.290 -4.153 -0.15 0.07 -0.28
F -1.097 0.898 -5.723 -1.43 -0.70 0.70
C 1.463 2.129 1.290 0.69 1.56 -0.29
C -3.885 3.930 -1.796 -1.18 2.80 0.51
C -6.147 2.765 -1.764 -0.61 -0.41 0.71
C -1.383 -0.111 1.455 -0.34 0.71 0.10
F 6.005 -2.925 0.850 -0.31 -0.10 1.83
C 1.067 -6.043 3.930 0.31 0.61 -0.31
H -9.775 -7.536 0.306 0.21 -0.37 -0.36
H -1.660 6.359 -1.026 -0.55 0.07 0.06
C -2.049 5.704 -1.805 -0.01 -0.61 -0.53
B 0.082 1.614 -5.611 -1.30 1.14 1.40
H -3.009 -1.515 -0.181 -0.02 -0.01 -0.25
B 6.100 -2.485 -0.473 -1.71 -0.47 1.77
H -5.233 -2.092 -7.998 -0.25 -0.54 -0.50
H -6.617 -1.642 -14.101 -0.08 0.00 -0.03
H 2.385 -8.553 -9.566 0.16 0.31 0.13
H 1.417 2.729 2.199 -0.20 -0.42 0.20
C 7.851 4.133 -3.237 -0.09 -0.34 -1.54
H -9.994 -9.082 1.232 -0.20 0.53 0.29
C 0.576 -0.099 0.494 -1.15 2.15 0.99
H -1.474 4.778 -1.780 0.32 0.32 -0.44
H 3.696 9.734 5.607 0.42 -0.06 -0.12
C -7.851 -10.370 0.998 -0.73 0.27 -0.29
C -6.000 -1.555 -8.556 -0.04 1.57 1.95
H 1.722 -3.966 4.686 0.17 -0.28 -0.51
H -7.407 -0.241 -10.743 0.03 -0.17 -0.13
H -5.654 -0.522 -8.541 -0.24 0.16 0.34
N 9.864 -1.011 3.402 2.86 -1.47 -0.52
F 3.788 2.281 6.846 -0.31 -1.16 -0.74
H 10.389 1.513 4.046 0.28 -0.30 0.22
C -0.794 1.101 1.798 -0.31 -1.86 -0.18
C -6.619 2.206 -0.416 0.76 0.04 0.25
H -5.653 4.610 4.486 -0.33 0.07 0.19
H -6.437 -8.988 -0.957 -0.10 0.23 0.07
H 8.868 2.198 4.179 -0.63 -0.37 -0.21
H 8.460 4.025 -5.865 0.56 0.31 -0.14
H 0.578 -7.363 -10.168 0.91 0.05 -0.09
F -5.636 -5.558 5.291 -2.43 -3.10 1.66
N 0.739 -5.265 5.986 -3.04 -4.51 -1.87
F -0.793 9.438 4.380 0.42 1.04 2.55
N 4.664 12.232 8.639 -1.55 0.04 2.19
H 8.259 5.138 -3.132 -0.48 0.01 0.37
```
Forces are in eV/Å.

Results
E_HOMO = -11.69 eV
largest force on an atom = 6.65 eV/Å
orbital gap = 0.266 hartree
E_LUMO = -4.5 eV
charge = +3

***

Formula: C30H49F14NO4SSi2
Source: the Open Molecules 2025 dataset
Level of theory: ωB97M-V with the def2-TZVPD basis set

The geometry in XYZ format:
```
101
Properties=species:S:1:pos:R:3:forces:R:3
C -5.180 0.689 1.598 -0.03 -0.22 0.07
C -2.549 -2.347 0.251 0.49 -0.04 -0.02
Si 1.146 2.365 4.139 -0.40 -0.10 0.29
H -2.567 0.978 -1.739 0.07 -0.01 -0.15
O 1.618 3.486 2.977 0.12 -0.31 -0.03
C 1.170 4.198 -0.097 0.00 0.23 0.19
H -0.820 4.113 -0.848 0.04 -0.33 0.13
H -4.478 3.188 0.304 -0.09 -0.09 0.14
C -0.291 -2.115 1.077 -0.43 -0.01 -0.39
H -3.612 -2.453 0.424 0.00 -0.01 0.05
H 0.394 0.034 3.865 -0.05 -0.05 -0.04
H -0.375 3.272 -3.011 -0.03 0.14 0.05
N 0.132 4.243 -1.194 0.29 0.11 -0.14
H -2.381 -2.046 -4.129 -0.05 0.01 -0.13
F 2.298 1.817 -3.597 0.02 -0.04 0.07
C -4.900 1.075 0.113 0.18 -0.16 -0.01
H 2.300 -2.249 -3.169 -0.09 -0.02 0.02
C 0.737 1.899 -1.789 0.08 -0.22 -0.20
O 1.690 -4.835 -1.355 0.19 0.26 0.14
S -5.961 2.031 2.703 0.01 -0.06 -0.01
H 0.747 -4.402 -2.955 -0.05 -0.53 -0.06
H -0.665 3.564 5.392 0.01 0.00 0.07
C -2.561 2.176 -0.026 -0.06 0.07 -0.02
O 1.802 1.966 -0.856 0.03 0.18 -0.15
H 5.660 -6.353 -0.456 0.02 -0.04 0.03
C -0.602 2.828 4.594 0.07 0.04 -0.43
C 0.021 -4.024 -3.680 -0.18 0.43 -0.34
C -0.505 1.117 -1.269 0.03 0.45 0.21
C -4.087 2.316 -0.206 0.16 0.06 -0.31
H -2.757 -2.476 -1.876 -0.07 0.01 0.01
H 2.004 4.798 -0.463 0.08 -0.16 -0.11
H -4.293 2.475 -1.269 -0.02 0.04 -0.01
H 2.820 -6.960 -1.446 0.03 0.12 -0.02
F -6.435 2.866 1.429 -0.09 0.02 0.08
H 2.955 -0.124 -2.401 -0.03 0.05 0.02
H 2.138 0.134 3.714 0.01 -0.03 -0.03
C 4.967 -6.703 -1.222 -0.04 0.10 -0.03
H 1.127 0.576 2.351 -0.12 -0.02 -0.01
H 2.339 3.532 5.943 0.04 0.02 0.03
H 1.657 -1.230 -4.443 0.10 0.06 -0.02
H -0.309 0.786 -0.246 0.05 0.01 -0.01
H 2.176 -4.090 0.511 -0.06 -0.03 0.02
H 0.769 4.682 0.793 -0.08 0.06 -0.04
H 3.220 2.050 5.534 0.01 0.01 -0.02
C -0.683 -2.234 -1.334 -0.37 0.11 0.45
C 3.558 -6.824 -0.650 -0.19 -0.40 -0.02
F 4.738 -3.526 -0.080 -0.11 0.02 -0.11
C 1.876 -0.261 -2.493 0.37 -0.10 -0.43
C 1.203 0.627 3.438 0.27 0.14 0.02
H 0.405 -2.065 1.906 0.04 0.00 -0.02
F 0.324 0.967 -3.892 0.01 0.00 -0.03
C -1.906 1.752 -1.350 -0.09 -0.38 0.13
H -2.306 1.439 0.737 -0.09 -0.02 0.03
O 3.159 -5.780 0.207 0.46 0.40 0.02
C -1.509 -1.391 -4.128 0.16 -0.03 0.39
H -2.201 3.138 0.360 0.16 0.00 -0.01
C 2.227 2.486 5.651 0.04 0.10 -0.05
C 0.186 -2.123 -0.237 -0.31 -0.24 0.27
H 3.526 -7.723 -0.025 -0.04 0.02 0.00
C 1.331 1.071 -2.965 -0.11 0.08 0.29
H 3.481 4.204 2.562 -0.03 0.06 0.03
H 0.399 -4.100 -4.703 0.09 -0.01 0.03
H -1.152 1.930 4.873 -0.08 0.01 0.15
F 4.123 -3.827 -2.137 -0.01 -0.04 0.05
F -4.011 0.350 2.167 -0.31 0.10 -0.06
H 5.014 -6.016 -2.064 -0.01 0.06 0.00
H -1.807 -0.444 -3.674 -0.04 0.08 -0.11
C 2.941 2.826 0.989 -0.01 0.32 -0.10
C 2.551 -4.606 -0.410 -0.34 -0.17 -0.12
H -1.097 3.247 3.713 -0.10 0.01 0.02
F -6.096 1.116 -0.525 0.12 0.05 0.09
F -5.499 1.237 3.994 -0.10 0.04 -0.09
H -1.197 -1.213 -5.157 -0.03 0.02 -0.04
C 2.925 3.272 2.461 0.14 0.12 0.00
H 1.738 1.972 6.481 0.00 -0.06 0.00
C 1.595 2.784 0.273 -0.12 -0.08 0.08
C -1.664 -2.213 1.325 0.07 0.00 -0.48
H -0.548 0.199 -1.843 -0.02 -0.06 0.07
H 1.515 -0.440 -1.486 0.03 0.03 0.07
C 3.657 -3.613 -0.894 0.41 -0.29 0.13
C 1.562 -1.474 -3.382 -0.38 0.31 0.09
Si -0.144 -2.264 -3.141 0.04 -0.46 -0.24
F -6.521 3.177 3.625 0.00 -0.08 -0.02
H 1.256 -2.107 -0.386 -0.21 0.00 -0.01
C -2.058 -2.362 -1.056 0.36 0.20 0.27
F -5.992 -0.374 1.606 0.29 0.22 0.09
C 0.457 3.292 -2.312 -0.26 0.05 -0.37
F -4.560 2.806 2.666 0.08 0.03 0.06
H 0.810 2.365 0.911 0.05 -0.12 0.03
H 3.570 3.533 0.442 0.09 -0.16 -0.13
F -4.228 -0.018 -0.359 -0.29 0.20 -0.07
H 0.172 5.179 -1.592 -0.23 0.08 0.06
H 5.304 -7.681 -1.578 -0.01 0.00 0.03
H -2.047 -2.214 2.337 0.03 -0.01 0.05
H 1.313 3.709 -2.836 0.18 -0.11 0.17
H 3.473 2.532 3.054 -0.05 -0.01 0.03
H -0.937 -4.546 -3.643 0.09 -0.14 0.19
F -7.368 1.320 2.744 0.15 0.03 0.00
H -1.958 2.556 -2.088 -0.12 0.08 -0.01
F 3.141 -2.343 -0.930 0.23 0.13 0.08
H 3.400 1.849 0.855 -0.10 -0.13 0.12
```
Forces are in eV/Å.

Results
E_HOMO = -6.24 eV
largest force on an atom = 0.61 eV/Å
orbital gap = 0.175 hartree
E_LUMO = -1.5 eV